(1)
Here is an isolated molecule of C18H18N4O2S2 from the Open Molecules 2025 dataset. Energies are from wB97M-V/def2-TZVPD.

Geometry as ORCA input:
```
! wB97M-V def2-TZVPD RIJCOSX def2/J DEFGRID3
* xyz 0 1
O -2.137 -1.367 -0.130
C -1.589 -0.462 0.235
N -0.546 0.116 -0.484
C 0.027 1.419 -0.415
H -0.317 1.737 0.401
C -0.399 2.471 -1.658
N -0.124 2.019 -2.947
C 1.358 1.991 -3.483
C 1.600 1.665 -4.826
C 2.692 1.922 -5.355
C 3.939 2.675 -4.608
C 3.687 2.960 -3.430
C 2.199 2.578 -2.851
H 2.243 3.068 -1.643
H 4.351 3.363 -2.855
H 4.653 2.914 -5.159
H 2.721 1.656 -6.417
H 0.671 1.326 -5.365
C -0.544 0.497 -2.949
H -0.347 0.263 -3.972
C -0.201 -0.439 -2.001
H -0.737 -1.116 -2.014
H 0.907 -0.505 -1.890
H -1.719 0.927 -3.014
H 0.391 3.228 -1.478
H -1.412 2.512 -1.505
H 0.986 1.270 -0.514
C -1.746 0.288 1.530
H -2.707 -0.167 1.888
H -2.291 1.362 1.334
S -0.358 0.306 2.625
C -0.729 -1.217 3.428
N -1.885 -1.720 3.459
C -2.135 -2.874 4.073
C -1.127 -3.341 4.970
C -1.370 -4.475 5.822
C -2.700 -5.038 5.269
S -3.562 -3.576 4.255
H -3.304 -5.692 5.653
H -0.800 -4.899 6.388
C 0.025 -2.578 5.247
O 1.133 -2.650 5.874
N 0.221 -1.453 4.241
H 0.982 -0.964 4.267
*
```

Its HOMO energy is -8.2 eV. As for the HOMO-LUMO gap: 8.1 eV. The value obtained for the energy above the lowest of the compared OMol25 structures with the same formula, charge and spin is 367.49 kcal per mole. The LUMO energy comes out at -0.13 eV.

Atomic partial charges in e from the natural (NBO) method, atoms 1 to 5:
1 O -0.5634
2 C 0.6770
3 N -0.4448
4 C -0.2145
5 H 0.1787

(2)
Here is a structure of composition C36H37CsN6O3Se from the Open Molecules 2025 dataset. Energies are from wB97M-V/def2-TZVPD.

Geometry as ORCA input:
```
! wB97M-V def2-TZVPD RIJCOSX def2/J DEFGRID3
* xyz -2 1
Cs 0.050 0.129 -0.550
C -1.275 -4.371 -0.715
C -2.175 -3.229 -0.319
C -2.297 -2.860 1.022
C -3.107 -1.805 1.413
C -3.214 -1.415 2.866
C -3.826 -1.116 0.434
C -3.733 -1.459 -0.909
C -4.497 -0.702 -1.964
C -2.893 -2.516 -1.270
H -0.288 -4.277 -0.259
H -1.129 -4.397 -1.796
H -1.708 -5.328 -0.409
H -1.722 -3.395 1.772
H -4.108 -1.853 3.321
H -3.268 -0.332 2.981
H -2.342 -1.758 3.425
H -4.456 -0.281 0.729
H -5.109 -1.383 -2.562
H -3.814 -0.190 -2.646
H -5.158 0.039 -1.509
H -2.785 -2.772 -2.320
N 3.099 5.423 9.495
C 2.742 4.802 8.594
C 2.294 4.024 7.464
C 1.908 2.696 7.640
C 1.480 1.955 6.552
C 1.425 2.520 5.281
C 1.810 3.847 5.116
C 2.245 4.598 6.195
C 0.956 1.712 4.115
C 1.836 0.723 3.674
C 3.129 0.422 4.237
C 3.633 -0.619 3.502
C 2.633 -0.913 2.512
N 1.583 -0.126 2.607
C -0.311 2.056 3.613
C -1.165 3.090 4.126
C -2.293 3.079 3.338
C -2.075 2.040 2.382
N -0.918 1.426 2.544
H 1.947 2.256 8.628
H 1.182 0.922 6.677
H 1.763 4.286 4.128
H 2.548 5.629 6.064
H 3.598 0.924 5.071
H 4.581 -1.124 3.626
H 2.680 -1.691 1.753
H -0.958 3.740 4.963
H -3.157 3.724 3.411
H -2.753 1.742 1.586
Se 4.689 -4.767 -0.520
C 3.068 -3.953 -0.466
N 2.043 -3.398 -0.417
O 2.367 0.106 -1.957
C 3.500 0.528 -1.787
C 3.964 1.121 -0.476
C 4.972 0.208 0.248
C 6.410 0.329 -0.250
C 6.613 -0.100 -1.701
C 5.833 0.768 -2.689
N 4.418 0.452 -2.791
H 3.086 1.251 0.154
H 4.401 2.109 -0.652
H 4.638 -0.831 0.162
H 4.937 0.448 1.310
H 7.059 -0.269 0.395
H 6.734 1.373 -0.144
H 6.299 -1.141 -1.826
H 7.677 -0.047 -1.951
H 6.245 0.654 -3.691
H 5.955 1.822 -2.420
H 4.101 -0.082 -3.584
O -2.183 0.700 -3.810
C -1.810 1.796 -3.395
C -2.298 3.114 -4.021
C -1.668 4.174 -3.127
C -0.738 3.353 -2.218
O 0.068 3.874 -1.458
N -0.942 2.016 -2.379
H -3.388 3.120 -4.049
H -1.940 3.154 -5.051
H -2.393 4.684 -2.490
H -1.092 4.937 -3.650
*
```

Its HOMO energy is -2.3 eV. As for the HOMO-LUMO gap: 6.1 eV. The value obtained for the energy above the lowest of the compared OMol25 structures with the same formula, charge and spin is 32.90 kcal per mole. The LUMO energy comes out at 3.75 eV.

Atomic partial charges in e from the Mulliken method, atoms 1 to 5:
1 Cs 0.9760
2 C -1.4076
3 C 0.9377
4 C -0.5473
5 C 0.9326

(3)
Here is a structure of composition C4H6N2 from the Open Molecules 2025 dataset. Energies are from wB97M-V/def2-TZVPD.

Geometry as ORCA input:
```
! wB97M-V def2-TZVPD RIJCOSX def2/J DEFGRID3
* xyz 0 1
N -1.151 -0.172 -2.181
C -0.868 0.116 -1.041
C -0.868 0.910 0.238
C 0.229 0.097 0.899
C 0.547 -0.947 -0.101
N 1.464 0.186 0.127
H -0.641 1.966 0.067
H -1.842 0.806 0.727
H 0.250 -0.051 1.974
H -0.213 -0.847 -1.601
H 0.849 -1.956 0.182
H 2.245 -0.108 0.711
*
```

Its HOMO energy is -8.0 eV. As for the HOMO-LUMO gap: 9.0 eV. The value obtained for the energy above the lowest of the compared OMol25 structures with the same formula, charge and spin is 141.69 kcal per mole. The LUMO energy comes out at 0.94 eV.

Atomic partial charges in e from the natural (NBO) method, atoms 1 to 5:
1 N -0.4837
2 C 0.3200
3 C -0.4923
4 C -0.1106
5 C -0.3795

(4)
Here is an isolated molecule of C4H10N4 from the Open Molecules 2025 dataset. Energies are from wB97M-V/def2-TZVPD.

Geometry as ORCA input:
```
! wB97M-V def2-TZVPD RIJCOSX def2/J DEFGRID3
* xyz 0 1
C 1.674 -0.758 0.920
N 1.113 1.634 -0.427
N 0.863 0.465 -1.079
N 0.708 -0.607 -0.159
H 1.679 1.620 0.413
H 1.324 2.385 -1.068
H 2.679 -0.798 0.498
H 1.478 -1.708 1.416
H 1.631 0.026 1.694
C -1.307 0.259 -1.216
C -0.673 -0.389 0.209
C -1.483 -1.486 0.553
N -2.054 1.272 -1.271
H -1.979 1.875 -0.450
H -1.277 -0.467 -2.022
H -0.725 0.522 0.837
H -1.098 -2.496 0.525
H -2.553 -1.349 0.628
*
```

Its HOMO energy (spin up / spin down) is -7.9 / -7.9 eV. As for the HOMO-LUMO gap (spin up / spin down): 8.2 / 7.9 eV. The value obtained for the energy above the lowest of the compared OMol25 structures with the same formula, charge and spin is 144.97 kcal per mole. The LUMO energy (spin up / spin down) comes out at 0.35 / 0.03 eV.

Atomic partial charges in e from the natural (NBO) method, atoms 1 to 5:
1 C -0.4406
2 N -0.6379
3 N -0.0401
4 N -0.3170
5 H 0.3641

(5)
Here is a cluster of 8 separate species, C32H70O8P in total from the Open Molecules 2025 dataset. Energies are from wB97M-V/def2-TZVPD.

Geometry as ORCA input:
```
! wB97M-V def2-TZVPD RIJCOSX def2/J DEFGRID3
* xyz -1 1
C 1.545 -4.608 2.155
C 1.016 -3.224 1.780
O -0.247 -2.914 2.293
C -1.324 -3.683 1.722
C -2.639 -2.974 1.895
P -4.132 -4.081 1.334
H 2.255 -4.972 1.407
H 2.051 -4.588 3.123
H 0.727 -5.327 2.216
H 1.005 -3.119 0.688
H 1.691 -2.456 2.171
H -1.379 -4.680 2.183
H -1.094 -3.821 0.654
H -2.660 -2.033 1.329
H -2.812 -2.768 2.957
H -5.058 -3.160 2.053
H -3.923 -4.871 2.592
H -3.217 -5.012 0.601
H -4.307 -3.284 0.080
H -5.272 -4.943 0.963
C -0.151 1.547 3.086
C 0.224 0.214 2.448
C 1.234 0.665 1.402
O 1.903 1.812 1.955
C 1.181 2.283 3.095
H -0.584 1.456 4.081
H -0.864 2.057 2.435
H 0.684 -0.453 3.180
H -0.620 -0.313 2.010
H 0.746 0.952 0.469
H 1.989 -0.092 1.171
H 1.750 2.060 4.007
H 1.080 3.368 3.012
C 1.579 -2.447 -2.289
C 2.826 -1.848 -1.637
C 2.699 -0.385 -2.037
O 1.298 -0.115 -2.144
C 0.560 -1.336 -2.076
H 1.263 -3.391 -1.845
H 1.747 -2.609 -3.357
H 2.779 -1.955 -0.552
H 3.758 -2.285 -1.990
H 3.170 -0.210 -3.012
H 3.138 0.297 -1.308
H 0.076 -1.425 -1.095
H -0.216 -1.312 -2.842
C 5.934 -3.032 -6.229
C 6.128 -4.217 -5.281
C 6.033 -3.534 -3.920
O 5.137 -2.440 -4.092
C 4.889 -2.214 -5.477
H 5.602 -3.319 -7.226
H 6.863 -2.466 -6.326
H 5.316 -4.935 -5.402
H 7.073 -4.740 -5.421
H 7.010 -3.157 -3.597
H 5.639 -4.185 -3.138
H 3.875 -2.546 -5.723
H 4.956 -1.143 -5.670
C 6.282 0.974 2.115
C 7.248 0.222 1.198
C 6.386 -0.956 0.759
O 5.046 -0.481 0.728
C 4.956 0.798 1.383
H 6.542 2.022 2.258
H 6.242 0.493 3.095
H 7.513 0.840 0.338
H 8.167 -0.094 1.691
H 6.463 -1.787 1.471
H 6.646 -1.331 -0.233
H 4.810 1.582 0.632
H 4.086 0.801 2.033
C -4.012 4.107 6.305
C -4.333 2.686 5.840
C -3.038 2.297 5.138
O -1.992 2.985 5.832
C -2.545 3.968 6.700
H -4.636 4.451 7.129
H -4.118 4.811 5.477
H -4.512 2.036 6.698
H -5.197 2.626 5.180
H -3.044 2.613 4.090
H -2.837 1.227 5.167
H -2.449 3.635 7.740
H -1.978 4.893 6.582
C -3.965 2.568 -0.686
C -3.592 1.293 -1.442
C -2.260 0.932 -0.796
O -2.346 1.389 0.555
C -3.480 2.233 0.720
H -5.030 2.798 -0.722
H -3.421 3.420 -1.097
H -4.328 0.509 -1.251
H -3.513 1.442 -2.518
H -1.419 1.427 -1.294
H -2.070 -0.141 -0.780
H -4.249 1.699 1.290
H -3.175 3.113 1.293
C -6.277 4.946 -4.934
C -5.891 3.642 -5.633
C -4.554 3.327 -4.970
O -4.643 3.842 -3.644
C -5.787 4.681 -3.514
H -7.343 5.165 -4.973
H -5.737 5.787 -5.373
H -6.620 2.861 -5.408
H -5.810 3.732 -6.716
H -3.726 3.816 -5.495
H -4.343 2.259 -4.914
H -6.551 4.165 -2.922
H -5.493 5.587 -2.982
*
```

Its HOMO energy is -3.1 eV. As for the HOMO-LUMO gap: 5.3 eV. The LUMO energy comes out at 2.20 eV.

Atomic partial charges in e from the Mulliken method, atoms 1 to 5:
1 C -1.4268
2 C 0.8840
3 O -0.2062
4 C -0.5453
5 C -0.5545

(6)
Here is a cluster of 2 separate species, C7H11N2O2 in total from the Open Molecules 2025 dataset. Energies are from wB97M-V/def2-TZVPD.

Geometry as ORCA input:
```
! wB97M-V def2-TZVPD RIJCOSX def2/J DEFGRID3
* xyz -1 1
C -1.879 -2.149 -0.059
C -0.445 -2.476 0.600
C -1.995 -0.565 -0.703
O -2.426 0.405 -0.145
O -1.619 -0.519 -1.838
H -2.083 -2.793 -0.981
H -2.750 -2.314 0.627
H 0.226 -3.084 -0.113
H -0.501 -3.103 1.467
H -0.041 -1.505 0.941
C 2.809 1.079 -0.887
C 0.279 1.381 -0.613
C 1.535 1.457 -0.158
C 0.435 2.193 1.540
N -0.535 1.865 0.507
N 1.660 2.105 1.077
H -0.245 0.892 -1.488
H -1.584 1.814 0.531
H 3.474 0.914 0.004
H 2.844 1.970 -1.468
H 0.151 2.235 2.476
H 2.692 0.198 -1.318
*
```

Its HOMO energy is -4.5 eV. As for the HOMO-LUMO gap: 8.4 eV. The value obtained for the energy above the lowest of the compared OMol25 structures with the same formula, charge and spin is 67.27 kcal per mole. The LUMO energy comes out at 3.93 eV.

Atomic partial charges in e from the natural (NBO) method, atoms 1 to 5:
1 C -0.5336
2 C -0.6226
3 C 0.8107
4 O -0.7978
5 O -0.7783

(7)
Here is a structure of composition C32H23AsN5O4RuS3 from the Open Molecules 2025 dataset. Energies are from wB97M-V/def2-TZVPD.

Geometry as ORCA input:
```
! wB97M-V def2-TZVPD RIJCOSX def2/J DEFGRID3
* xyz 1 1
Ru -0.401 -1.509 -0.502
O 2.386 -3.222 2.828
C 1.214 -3.205 2.175
O 0.824 -4.054 1.433
C 0.381 -2.007 2.568
C 0.355 -1.663 3.901
C -0.602 -0.754 4.351
C -1.486 -0.242 3.443
C -1.360 -0.587 2.100
N -0.429 -1.447 1.657
C -2.352 -0.009 1.093
O -3.232 0.709 1.519
O -2.134 -0.372 -0.118
H 2.836 -4.049 2.591
H 1.049 -2.136 4.580
H -0.645 -0.476 5.396
H -2.278 0.446 3.705
N 0.965 -0.243 -3.538
C -0.178 -0.968 -3.606
N -0.776 -1.504 -2.568
C -1.893 -2.238 -2.970
C -2.187 -2.160 -4.279
S -1.004 -1.216 -5.090
C -2.534 -3.039 -1.938
C -3.627 -3.812 -2.052
S -3.984 -4.551 -0.537
C -2.614 -3.772 0.161
N -1.942 -3.014 -0.677
N -2.306 -3.946 1.455
H 1.607 -0.466 -2.789
H 1.405 0.033 -4.400
H -2.994 -2.624 -4.819
H -4.243 -3.982 -2.918
H -2.835 -4.577 2.029
H -1.436 -3.588 1.801
C 4.949 1.808 -1.829
C 4.744 0.821 -0.876
C 3.453 0.494 -0.484
C 2.365 1.161 -1.044
C 2.573 2.153 -1.998
C 3.867 2.474 -2.388
As 0.591 0.717 -0.418
C 0.642 1.590 1.288
C 1.412 1.258 2.390
C 1.339 2.055 3.523
C 0.494 3.160 3.538
C -0.263 3.494 2.423
C -0.182 2.714 1.278
C -0.880 2.977 -0.007
C -1.775 4.012 -0.237
C -2.354 4.157 -1.488
C -2.054 3.271 -2.516
C -1.169 2.225 -2.296
C -0.583 2.092 -1.048
H 5.956 2.063 -2.133
H 5.588 0.305 -0.437
H 3.299 -0.281 0.258
H 1.729 2.681 -2.424
H 4.030 3.251 -3.123
H 2.060 0.388 2.378
H 1.936 1.816 4.394
H 0.434 3.777 4.425
H -0.902 4.367 2.449
H -2.029 4.704 0.555
H -3.053 4.964 -1.661
H -2.519 3.389 -3.485
H -0.947 1.527 -3.089
S 2.523 -3.023 -1.090
C 1.172 -2.320 -0.814
*
```

Its HOMO energy is -10.7 eV. As for the HOMO-LUMO gap: 7.9 eV. The value obtained for the energy above the lowest of the compared OMol25 structures with the same formula, charge and spin is 2.36 kcal per mole. The LUMO energy comes out at -2.79 eV.

Atomic partial charges in e from the natural (NBO) method, atoms 1 to 5:
1 Ru 0.2637
2 O -0.6661
3 C 0.7709
4 O -0.5604
5 C 0.0528

(8)
Here is an isolated molecule of C6H10O from the Open Molecules 2025 dataset. Energies are from wB97M-V/def2-TZVPD.

Geometry as ORCA input:
```
! wB97M-V def2-TZVPD RIJCOSX def2/J DEFGRID3
* xyz 0 1
C -1.769 1.787 0.345
O -0.601 1.142 0.791
C 0.278 0.847 -0.241
C 1.238 -0.200 0.002
C 0.936 -1.285 0.990
C 0.308 -1.795 -0.309
C 0.000 -0.292 -1.168
H -2.420 1.886 1.216
H -2.279 1.205 -0.435
H -1.546 2.791 -0.047
H 0.791 1.720 -0.657
H 2.198 -0.240 -0.476
H 1.835 -1.760 1.417
H 0.232 -1.019 1.787
H 1.026 -2.466 -0.812
H -0.680 -2.190 -0.246
H 0.451 -0.130 -2.157
*
```

Its HOMO energy is -7.8 eV. As for the HOMO-LUMO gap: 8.9 eV. The value obtained for the energy above the lowest of the compared OMol25 structures with the same formula, charge and spin is 94.57 kcal per mole. The LUMO energy comes out at 1.09 eV.

Atomic partial charges in e from the natural (NBO) method, atoms 1 to 5:
1 C -0.2507
2 O -0.5326
3 C 0.0323
4 C -0.1247
5 C -0.4601

Number 1: calculated total energy -50668.9901 eV. Number 2: calculated total energy -118914.3925 eV. Number 3: calculated total energy -7219.4467 eV. Number 4: calculated total energy -10264.5645 eV. Number 5: calculated total energy -59981.9721 eV. Number 6: calculated total energy -14512.0438 eV. Number 7: calculated total energy -145123.0490 eV. Number 8: calculated total energy -8427.1394 eV.